No. 1
22
Properties=species:S:1:pos:R:3 method="wB97M-V/def2-TZVPD" e_lumo_ev="-0.1011 / -0.1011" e_above_lowest_kcal_mol=33.7 total_charge=0 homo_ev="-7.73 / -7.73"
C -0.2345 -0.6857 0.1016
C -0.2101 0.7496 0.1641
C 0.9564 -1.2732 0.1656
C 1.2832 1.3273 0.2079
C -2.4663 -0.6995 0.3502
C -2.4061 0.8066 -0.2672
C 1.3067 -2.7599 -0.1116
C 1.5488 2.7928 0.0098
O 3.3652 -0.0679 -0.5314
O -1.3670 -1.4376 -0.1013
O -1.3103 1.5019 0.1398
S 2.3099 -0.1399 0.5201
H -2.4731 -0.7442 1.5113
H -3.3007 -1.2384 -0.0027
H -2.2218 0.5652 -1.3224
H -3.3351 1.1992 0.0030
H 1.7739 -2.9412 -1.1563
H 0.2123 -3.0658 -0.1485
H 1.8928 -3.3790 0.5288
H 1.3447 2.8688 -1.0216
H 2.4559 3.2184 0.3377
H 0.8751 3.4024 0.6232

***

No. 2
15
Properties=species:S:1:pos:R:3 method="wB97M-V/def2-TZVPD" e_lumo_ev=-2.7024 e_above_lowest_kcal_mol=35.1 total_charge=0 homo_ev=-6.62
C -1.8325 2.3157 0.0805
C -1.2198 1.4301 -0.7221
C 0.6460 -1.1413 1.0085
C 0.6362 -1.7098 -0.4132
C -0.4999 0.2834 -0.3416
O -0.1408 0.0416 0.8933
O -0.0405 -0.7228 -1.2055
I 4.1432 -0.0449 -0.0396
H -2.4941 3.0178 -0.3726
H -1.8787 2.1152 1.2263
H -1.1782 1.5745 -1.8194
H 0.4203 -1.9619 1.7897
H 1.6036 -0.8210 1.3833
H 1.6869 -1.7782 -0.8431
H 0.1483 -2.5983 -0.6245

***

No. 3
14
Properties=species:S:1:pos:R:3 method="wB97M-V/def2-TZVPD" e_lumo_ev=-0.0790 e_above_lowest_kcal_mol=55.4 total_charge=0 homo_ev=-8.90
H -0.3746 0.1309 -2.8826
N -0.7289 0.2586 -1.9508
C 0.0217 0.7544 -1.0446
C 1.3976 1.1491 -1.1493
N 2.4696 1.4238 -1.5042
C -0.7546 0.7733 0.2655
N -0.1145 -0.0234 1.3454
C -0.0695 -1.3979 1.1650
H -0.7872 1.7618 0.5719
H -1.6943 0.2935 -0.0662
H 0.7040 0.0973 1.7942
H 0.7749 -1.7890 0.5009
H -0.9990 -1.6742 0.7578
H 0.1549 -1.7583 2.1969

***

No. 4
126
Properties=species:S:1:pos:R:3 method="wB97M-V/def2-TZVPD" e_lumo_ev=-0.0094 e_above_lowest_kcal_mol=125.8 total_charge=0 homo_ev=-8.77
C 9.2885 9.6802 19.2713
C 8.0181 10.0202 20.0435
O 7.2244 10.7258 19.4250
N 7.8631 9.6476 21.2827
C 6.6496 9.7947 22.0210
H 9.7059 8.7428 19.6391
H 10.1092 10.3975 19.2684
H 9.1138 9.6553 18.1957
H 8.6169 9.4718 21.9315
H 6.9115 10.0689 23.0429
H 6.0683 8.8769 21.9317
H 6.0179 10.6128 21.6747
C 17.0565 19.0712 23.4189
C 16.8139 19.6772 24.7902
O 17.7478 19.8036 25.5153
N 15.5177 19.8894 25.0203
C 14.9214 20.7645 26.0520
H 17.9384 19.2993 22.8203
H 16.1656 19.2020 22.8047
H 17.0040 18.0167 23.6898
H 14.8905 19.6101 24.2794
H 15.5612 21.0186 26.8971
H 14.1118 20.1450 26.4381
H 14.5373 21.7410 25.7571
C 13.5663 5.5524 15.7274
C 13.7998 6.9636 15.2654
O 13.4243 7.4988 14.1913
N 14.6324 7.6164 16.0736
C 15.0940 9.0452 15.9244
H 13.8040 5.4825 16.7889
H 14.2406 4.9383 15.1306
H 12.5729 5.1482 15.5329
H 14.5208 7.3456 17.0402
H 16.1656 9.1138 16.1116
H 14.4320 9.7386 16.4431
H 15.1254 9.3244 14.8712
C 16.4280 8.4263 22.4225
C 17.1309 7.4773 21.4468
O 16.4330 6.7684 20.7338
N 18.4683 7.3868 21.4138
C 19.2876 6.5131 20.5286
H 16.0351 7.9371 23.3137
H 15.5708 8.6712 21.7952
H 17.0202 9.3117 22.6536
H 18.8951 7.8275 22.2161
H 19.2190 5.4851 20.8843
H 20.3336 6.8104 20.6034
H 18.9691 6.6104 19.4907
C 12.9144 9.6619 29.4744
C 12.1455 10.9774 29.5225
O 12.5818 12.0941 29.8051
N 10.9045 10.8651 29.0348
C 10.0388 11.9888 29.0224
H 13.9810 9.8340 29.3296
H 12.6245 8.9960 28.6617
H 12.7440 9.1257 30.4079
H 10.6207 9.9154 28.8411
H 10.3149 13.0378 29.1288
H 9.3482 11.9246 29.8633
H 9.3188 12.0308 28.2052
C 10.7481 21.1551 19.4538
C 12.0547 21.4847 20.0664
O 12.5516 20.6839 20.7577
N 12.5241 22.7180 19.8600
C 13.7829 23.2824 20.3405
H 10.0090 21.9524 19.3748
H 10.2332 20.4412 20.0967
H 10.7516 20.5443 18.5510
H 11.9720 23.3498 19.2978
H 14.1806 22.7602 21.2108
H 13.7378 24.3090 20.7040
H 14.4714 23.1938 19.5002
C 4.2036 17.9719 19.2706
C 5.0816 16.7877 19.5873
O 5.4182 16.5943 20.7379
N 5.5925 16.1221 18.5646
C 5.3990 16.0354 17.0914
H 3.5367 18.2138 20.0982
H 3.5990 17.7854 18.3830
H 4.9229 18.7663 19.0718
H 6.0684 15.3504 19.0095
H 4.5317 16.6424 16.8318
H 5.1654 15.0130 16.7947
H 6.3125 16.5251 16.7541
C 17.8544 21.9894 31.9821
C 17.0760 20.7404 32.2660
O 16.5432 20.7774 33.3499
N 17.0274 19.6866 31.3599
C 16.1727 18.5414 31.4805
H 17.8232 22.8873 32.5992
H 17.6663 22.3886 30.9854
H 18.8779 21.6284 32.0831
H 17.5780 19.8923 30.5385
H 16.7223 17.6857 31.8728
H 16.0491 18.1901 30.4561
H 15.2733 18.6638 32.0839
C 13.1188 14.1166 24.4906
S 12.7577 14.6878 22.7169
O 13.2766 13.6830 21.6551
C 10.8797 14.4723 22.6947
H 12.2178 13.6494 24.8881
H 13.2138 15.0815 24.9888
H 13.9933 13.4836 24.6408
H 10.6003 14.9333 21.7474
H 10.3997 15.1443 23.4061
H 10.6176 13.4178 22.7815
C 22.8390 14.0457 18.4405
S 21.2172 14.5987 19.1242
O 20.7156 15.6839 18.2513
C 20.2418 13.0642 18.7270
H 23.3392 14.9908 18.2292
H 22.5474 13.5110 17.5365
H 23.4164 13.3364 19.0334
H 20.7303 12.1324 19.0120
H 20.3308 13.0065 17.6422
H 19.2171 13.0693 19.0985
C 14.8118 15.5702 14.0995
S 13.5248 16.7792 14.6760
O 12.2551 16.5210 13.8152
C 13.1357 16.0602 16.3213
H 15.3132 16.1037 13.2920
H 14.4890 14.6113 13.6940
H 15.4784 15.3321 14.9284
H 12.5309 16.5334 17.0949
H 14.1036 15.9665 16.8137
H 12.7709 15.0618 16.0802

***

No. 5
35
Properties=species:S:1:pos:R:3 method="wB97M-V/def2-TZVPD" e_lumo_ev=0.4676 e_above_lowest_kcal_mol=77.8 smiles=c1ccncc1.c1ccncc1.C1CCOC1 total_charge=0 homo_ev=-9.53
C -3.6588 3.0375 2.8263
C -4.8790 2.9873 2.1519
C -5.0016 3.5835 0.9102
N -3.9372 4.1497 0.3247
C -2.7339 4.1696 0.9149
C -2.6103 3.7127 2.2079
H -3.4949 2.6518 3.8216
H -5.5962 2.3581 2.6581
H -5.9086 3.5544 0.3246
H -1.9426 4.5999 0.3190
H -1.6415 3.7345 2.6847
C 1.4035 -1.1428 3.9609
C 1.7913 -0.8919 2.7080
C 2.9655 -1.5344 2.1855
N 3.6733 -2.3981 2.9611
C 3.1946 -2.6894 4.1688
C 2.1123 -2.0645 4.6913
H 0.5654 -0.6038 4.3774
H 1.2958 -0.1275 2.1279
H 3.2538 -1.4691 1.1468
H 3.8321 -3.3253 4.7652
H 1.7367 -2.4923 5.6090
C 2.0826 -1.4321 -5.1061
C 1.1117 -0.5126 -4.5083
C 0.2050 -1.2794 -3.5482
O 0.8510 -2.6161 -3.5074
C 1.6490 -2.8008 -4.6859
H 3.1143 -1.2556 -4.8016
H 2.0181 -1.2826 -6.1839
H 0.4897 -0.0585 -5.2797
H 1.4446 0.3143 -3.8810
H -0.8140 -1.2771 -3.9352
H 0.0305 -0.9534 -2.5229
H 0.9744 -3.1297 -5.4763
H 2.4235 -3.5162 -4.4093

***

No. 6
6
Properties=species:S:1:pos:R:3 method="wB97M-V/def2-TZVPD" multiplicity=3 e_lumo_ev="0.2935 / -3.8168" e_above_lowest_kcal_mol=71.6 total_charge=0 homo_ev="-6.39 / -10.21" s_squared=2.01
C -0.1530 0.1669 0.1683
O 0.4432 0.8582 -0.6472
F 0.6140 -1.9258 -0.1964
F -1.4164 -0.1098 0.1024
I 0.6136 0.0920 2.0955
H -0.1015 0.9185 -1.5225

***

No. 7
17
Properties=species:S:1:pos:R:3 method="wB97M-V/def2-TZVPD" e_lumo_ev=0.9689 e_above_lowest_kcal_mol=45.9 smiles="C=C[C@](C)(O)OC" total_charge=0 homo_ev=-9.91
C 2.0248 -0.3391 0.6792
C 1.2946 0.3803 -0.1523
C -0.1800 0.6875 0.0695
C -0.8940 0.8798 -1.2709
O -0.3060 1.8911 0.7808
O -0.7933 -0.2879 0.8997
C -1.0035 -1.5610 0.3412
H 3.0742 -0.5143 0.5154
H 1.5904 -0.7909 1.5575
H 1.7271 0.8448 -1.0272
H -0.5139 1.7871 -1.7301
H -1.9595 0.9989 -1.0942
H -0.7176 0.0355 -1.9315
H -0.1508 1.6956 1.7122
H -1.2692 -2.2093 1.1750
H -0.0984 -1.9437 -0.1414
H -1.8246 -1.5544 -0.3826

***

What did the fifth record say?
35
Properties=species:S:1:pos:R:3 method="wB97M-V/def2-TZVPD" e_lumo_ev=0.4676 e_above_lowest_kcal_mol=77.8 smiles=c1ccncc1.c1ccncc1.C1CCOC1 total_charge=0 homo_ev=-9.53
C -3.6588 3.0375 2.8263
C -4.8790 2.9873 2.1519
C -5.0016 3.5835 0.9102
N -3.9372 4.1497 0.3247
C -2.7339 4.1696 0.9149
C -2.6103 3.7127 2.2079
H -3.4949 2.6518 3.8216
H -5.5962 2.3581 2.6581
H -5.9086 3.5544 0.3246
H -1.9426 4.5999 0.3190
H -1.6415 3.7345 2.6847
C 1.4035 -1.1428 3.9609
C 1.7913 -0.8919 2.7080
C 2.9655 -1.5344 2.1855
N 3.6733 -2.3981 2.9611
C 3.1946 -2.6894 4.1688
C 2.1123 -2.0645 4.6913
H 0.5654 -0.6038 4.3774
H 1.2958 -0.1275 2.1279
H 3.2538 -1.4691 1.1468
H 3.8321 -3.3253 4.7652
H 1.7367 -2.4923 5.6090
C 2.0826 -1.4321 -5.1061
C 1.1117 -0.5126 -4.5083
C 0.2050 -1.2794 -3.5482
O 0.8510 -2.6161 -3.5074
C 1.6490 -2.8008 -4.6859
H 3.1143 -1.2556 -4.8016
H 2.0181 -1.2826 -6.1839
H 0.4897 -0.0585 -5.2797
H 1.4446 0.3143 -3.8810
H -0.8140 -1.2771 -3.9352
H 0.0305 -0.9534 -2.5229
H 0.9744 -3.1297 -5.4763
H 2.4235 -3.5162 -4.4093